(1)
Entry from OMol25: 9 unconnected molecules or ions with the total composition C34H51N8O14 at a distorted geometry (ωB97M-V/def2-TZVPD).

## Properties
Max |F| (eV/Å): 10.9
Total charge: -1
Gap between HOMO and LUMO (eV): 6.5
HOMO level (eV): -6.18
Energy above the lowest of the compared OMol25 structures with the same formula, charge and spin (eV): 5.2997

Atoms and positions in Å:
1 C 0.207 -0.484 -0.299
2 O 1.100 -1.011 -1.012
3 O -0.497 0.502 -0.748
4 O -0.021 -0.843 0.759
5 H -0.110 0.813 -1.476
6 C 5.818 0.602 -1.906
7 C 4.277 0.640 -1.817
8 C 3.550 1.955 -1.375
9 C 4.462 3.193 -0.958
10 C 5.864 3.100 -1.287
11 C 6.503 1.754 -1.621
12 N 3.891 4.548 -0.726
13 O 2.651 4.789 -0.382
14 O 4.684 5.473 -0.607
15 H 6.187 -0.437 -2.075
16 H 3.755 -0.149 -2.133
17 H 2.463 1.994 -1.188
18 H 6.457 3.861 -1.178
19 H 7.444 1.383 -1.830
20 C 0.139 -5.451 0.395
21 C -0.526 -6.514 1.152
22 C -0.740 -6.163 2.609
23 C -0.650 -4.670 3.240
24 C 0.085 -3.684 2.316
25 C 0.366 -4.120 0.888
26 N -0.896 -4.400 4.654
27 O -0.415 -3.343 5.216
28 O -1.579 -5.270 5.229
29 H 0.215 -5.594 -0.792
30 H -0.730 -7.549 0.595
31 H -1.254 -6.939 3.239
32 H 0.127 -2.676 2.864
33 H 0.606 -3.363 0.201
34 C -1.169 7.349 -2.497
35 C -0.278 6.397 -1.554
36 C 0.072 5.057 -2.162
37 C -0.459 4.564 -3.544
38 C -1.493 5.493 -4.276
39 C -1.745 6.863 -3.689
40 N -0.436 3.158 -3.946
41 O 0.392 2.300 -3.488
42 O -1.362 2.736 -4.750
43 H -1.185 8.351 -2.209
44 H 0.158 6.808 -0.573
45 H 0.702 4.109 -1.801
46 H -2.034 5.159 -5.203
47 H -2.163 7.642 -4.185
48 C -2.881 3.638 -0.234
49 O -3.083 4.872 -0.564
50 N -3.858 2.927 0.323
51 C -3.531 1.539 0.759
52 C -5.107 3.475 0.669
53 H -1.985 3.241 -0.155
54 H -4.370 0.801 0.760
55 H -3.026 1.782 1.890
56 H -2.722 1.094 0.333
57 H -5.592 2.827 1.239
58 H -5.826 3.248 -0.260
59 H -5.275 4.361 1.633
60 C 4.384 -1.876 3.635
61 O 5.540 -2.054 4.080
62 N 4.277 -0.930 2.702
63 C 3.052 -0.687 1.936
64 C 5.317 -0.129 2.310
65 H 3.478 -2.363 4.034
66 H 2.127 -1.057 2.396
67 H 3.151 -1.456 1.053
68 H 2.883 0.166 1.328
69 H 5.714 0.676 3.169
70 H 5.093 0.265 1.239
71 H 6.423 -0.692 2.009
72 C -4.993 -3.134 -0.813
73 O -5.839 -3.897 -0.313
74 N -3.969 -2.694 -0.185
75 C -2.870 -1.911 -0.880
76 C -3.615 -3.064 1.136
77 H -5.196 -2.644 -1.834
78 H -3.137 -1.510 -1.918
79 H -2.043 -2.442 -1.252
80 H -2.425 -1.165 -0.358
81 H -3.193 -4.129 1.132
82 H -4.482 -3.114 1.708
83 H -2.907 -2.249 1.550
84 C -1.241 0.572 5.773
85 O -1.105 1.314 6.766
86 N -1.362 0.993 4.510
87 C -0.941 0.206 3.382
88 C -1.696 2.345 4.288
89 H -1.092 -0.634 5.798
90 H -1.415 0.408 2.375
91 H -1.253 -0.770 3.513
92 H 0.299 0.105 3.296
93 H -1.085 2.851 3.459
94 H -1.464 3.350 4.910
95 H -2.813 2.573 4.169
96 C -0.798 -3.167 -5.607
97 O -0.539 -3.485 -6.795
98 N 0.124 -3.513 -4.620
99 C 0.053 -2.979 -3.110
100 C 1.281 -4.340 -4.793
101 H -1.814 -2.908 -5.305
102 H 1.098 -2.585 -2.776
103 H -0.149 -3.762 -2.504
104 H -0.656 -2.142 -2.647
105 H 2.129 -4.342 -3.912
106 H 1.667 -4.410 -5.775
107 H 0.872 -5.340 -4.751

Here are the Löwdin charges for atoms 1 to 99, given in e: -1.00, -0.06, 0.14, 0.05, 0.02, -0.08, 0.03, 0.09, -0.08, 0.05, -0.06, -0.30, -0.01, 0.06, 0.11, 0.02, 0.08, 0.03, 0.06, -0.11, -0.09, 0.03, -0.08, 0.06, -0.05, -0.33, 0.01, 0.05, 0.13, 0.13, 0.08, 0.10, 0.05, -0.03, 0.00, 0.00, -0.09, 0.07, -0.08, -0.31, 0.01, 0.00, 0.06, 0.11, 0.11, 0.10, 0.04, -0.26, -0.06, -0.20, -0.01, -0.11, 0.08, 0.10, 0.13, 0.00, -0.02, 0.15, 0.19, -0.30, -0.05, -0.24, -0.05, -0.14, 0.14, 0.06, 0.13, 0.06, 0.14, 0.08, 0.14, -0.39, -0.03, -0.16, -0.01, -0.04, 0.15, 0.12, 0.04, 0.01, 0.12, 0.06, 0.12, -0.32, -0.02, -0.21, -0.08, -0.14, 0.17, 0.07, 0.03, 0.15, 0.10, 0.12, 0.09, -0.28, -0.05, -0.16, -0.02

(2)
Entry from OMol25: 5 unconnected molecules or ions with the total composition C34H52F3N6O15 at a distorted geometry (ωB97M-V/def2-TZVPD).

## Properties
Max |F| (eV/Å): 1.0
Total charge: +1
Gap between HOMO and LUMO (eV): 8.3
HOMO level (eV): -10.95

Atoms and positions in Å:
1 C -1.396 4.560 2.734
2 N -2.037 3.543 1.892
3 C -1.747 3.723 0.476
4 C -0.546 2.943 -0.055
5 C 0.399 3.667 -0.988
6 C 1.077 4.943 -0.523
7 C 2.264 5.429 -1.372
8 O 3.496 4.902 -0.890
9 C 2.168 5.168 -2.891
10 N 3.182 4.221 -3.351
11 N 1.217 2.543 -1.532
12 C 2.493 2.165 -0.922
13 O 2.446 2.477 0.464
14 N 3.793 2.375 1.013
15 O 3.891 3.054 1.935
16 C 0.287 1.536 -1.604
17 N 0.579 0.545 -2.468
18 C -0.207 -0.588 -2.834
19 F -1.479 -0.248 -2.995
20 F 0.279 -1.052 -3.987
21 F -0.137 -1.586 -1.934
22 N -0.815 1.693 -0.866
23 C -1.267 0.516 -0.065
24 C -2.680 -0.022 -0.324
25 C -3.653 1.108 -0.537
26 C -4.398 1.574 0.546
27 C -5.268 2.653 0.409
28 C -5.404 3.282 -0.824
29 C -4.683 2.814 -1.923
30 C -3.812 1.740 -1.775
31 H -0.364 4.775 2.434
32 H -1.975 5.481 2.717
33 H -1.359 4.199 3.755
34 H -1.682 2.653 2.222
35 H -2.635 3.553 -0.131
36 H -1.502 4.778 0.344
37 H 0.005 2.611 0.831
38 H -0.228 3.934 -1.847
39 H 0.309 5.714 -0.530
40 H 1.401 4.832 0.512
41 H 2.312 6.511 -1.242
42 H 3.595 5.203 0.018
43 H 2.297 6.139 -3.374
44 H 1.187 4.810 -3.189
45 H 2.975 3.908 -4.289
46 H 4.096 4.646 -3.345
47 H 2.639 1.094 -1.047
48 H 3.299 2.666 -1.443
49 H 1.473 0.619 -2.935
50 H -0.522 -0.269 -0.126
51 H -1.258 0.829 0.976
52 H -2.706 -0.766 -1.111
53 H -2.958 -0.518 0.600
54 H -4.297 1.102 1.514
55 H -5.822 3.018 1.260
56 H -6.065 4.128 -0.943
57 H -4.778 3.281 -2.892
58 H -3.251 1.391 -2.631
59 C -4.648 -4.830 2.528
60 C -3.474 -4.474 1.655
61 C -2.161 -5.155 1.980
62 O -1.199 -4.191 1.502
63 C -1.777 -2.981 1.566
64 O -1.197 -1.945 1.416
65 O -3.089 -3.082 1.823
66 H -5.419 -4.065 2.454
67 H -5.072 -5.783 2.215
68 H -4.353 -4.906 3.575
69 H -3.724 -4.610 0.600
70 H -2.016 -6.109 1.482
71 H -2.015 -5.274 3.055
72 C 0.895 -1.722 6.061
73 C -0.084 -0.674 5.597
74 C -0.237 -0.517 4.101
75 O -0.642 0.857 3.983
76 C -0.134 1.525 5.054
77 O -0.127 2.706 5.161
78 O 0.361 0.654 5.955
79 H 1.193 -1.531 7.090
80 H 0.441 -2.711 6.008
81 H 1.796 -1.718 5.446
82 H -1.060 -0.826 6.067
83 H -0.984 -1.164 3.654
84 H 0.712 -0.636 3.573
85 C 0.702 -4.087 -5.119
86 C 0.594 -5.188 -4.097
87 C 0.384 -4.723 -2.673
88 O 0.965 -5.788 -1.914
89 C 1.922 -6.373 -2.692
90 O 2.719 -7.153 -2.297
91 O 1.837 -5.906 -3.959
92 H 1.180 -4.441 -6.031
93 H -0.290 -3.712 -5.370
94 H 1.301 -3.262 -4.733
95 H -0.174 -5.913 -4.379
96 H -0.658 -4.587 -2.396
97 H 0.943 -3.807 -2.465
98 C 4.141 -2.989 1.122
99 C 3.738 -2.461 -0.230
100 C 4.340 -3.158 -1.430
101 O 4.327 -2.108 -2.419
102 C 4.419 -0.932 -1.763
103 O 4.644 0.119 -2.277
104 O 4.230 -1.114 -0.437
105 H 3.954 -2.240 1.891
106 H 3.570 -3.886 1.359
107 H 5.203 -3.235 1.147
108 H 2.646 -2.426 -0.316
109 H 3.771 -4.011 -1.778
110 H 5.376 -3.457 -1.261

Here are the Löwdin charges for atoms 1 to 99, given in e: -0.11, -0.09, -0.15, -0.17, -0.21, -0.07, -0.33, -0.05, -0.20, 0.02, 0.07, -0.16, -0.10, 0.03, 0.12, -0.23, 0.27, -0.62, 0.19, 0.18, 0.15, 0.10, -0.09, -0.12, -0.23, -0.05, -0.07, -0.08, -0.08, -0.06, 0.07, 0.08, 0.06, 0.07, 0.10, 0.12, 0.15, 0.16, 0.13, 0.12, 0.14, 0.10, 0.11, 0.11, 0.08, 0.08, 0.11, 0.10, 0.18, 0.10, 0.12, 0.11, 0.10, 0.12, 0.11, 0.10, 0.10, 0.10, -0.01, -0.31, -0.07, 0.07, -0.56, 0.12, 0.09, 0.09, 0.10, 0.09, 0.16, 0.14, 0.14, -0.01, -0.31, -0.09, 0.04, -0.56, 0.17, 0.10, 0.09, 0.09, 0.09, 0.16, 0.12, 0.14, -0.02, -0.32, -0.11, 0.05, -0.57, 0.18, 0.09, 0.10, 0.09, 0.07, 0.16, 0.14, 0.11, -0.01, -0.32

(3)
Entry from OMol25: 3 unconnected molecules or ions with the total composition C34H53B2ClN3O11 at a distorted geometry (ωB97M-V/def2-TZVPD).

## Properties
Max |F| (eV/Å): 2.4
Total charge: +1
Gap between HOMO and LUMO (eV): 9.4
HOMO level (eV): -11.66

Atoms and positions in Å:
1 C 1.962 3.070 1.137
2 C 0.988 2.376 0.992
3 C -0.172 1.515 0.712
4 C -1.115 1.733 1.927
5 B -1.238 3.215 2.499
6 O -2.160 4.090 2.005
7 O -0.454 3.603 3.586
8 C -0.712 1.894 -0.727
9 C -0.138 3.160 -1.384
10 C -0.545 4.537 -0.849
11 N -1.828 5.014 -1.399
12 C -2.249 1.975 -0.684
13 C -2.962 1.916 -2.047
14 C -4.188 2.827 -2.144
15 C -5.257 2.229 -3.019
16 O -5.127 1.234 -3.666
17 O -6.448 2.913 -3.038
18 C -0.266 0.659 -1.635
19 C 0.676 0.909 -2.833
20 C 0.022 1.282 -4.169
21 N 1.020 1.909 -5.054
22 C 0.573 3.166 -5.693
23 C 1.729 4.178 -5.836
24 C 1.630 0.966 -5.883
25 C 2.144 1.333 -7.252
26 O 1.784 -0.169 -5.471
27 C 0.619 -0.188 -0.695
28 Cl 0.796 -1.898 -1.122
29 N 0.275 0.040 0.755
30 B 1.583 -0.087 1.594
31 O 2.730 -0.636 1.093
32 O 1.489 0.253 2.885
33 C 2.687 0.697 3.551
34 C -0.790 -0.915 1.167
35 C -0.717 -1.533 2.390
36 C -1.706 -2.400 2.795
37 C -2.804 -2.655 1.992
38 C -2.886 -2.011 0.768
39 C -1.884 -1.160 0.360
40 H 2.862 3.634 1.127
41 H -2.132 1.392 1.744
42 H -0.760 1.170 2.787
43 H -1.993 4.992 2.293
44 H 0.192 4.258 3.302
45 H -0.470 3.158 -2.417
46 H 0.943 3.160 -1.440
47 H 0.227 5.222 -1.213
48 H -0.507 4.625 0.230
49 H -1.624 5.602 -2.197
50 H -2.294 5.623 -0.737
51 H -2.661 1.156 -0.105
52 H -2.577 2.868 -0.162
53 H -2.328 2.113 -2.904
54 H -3.344 0.906 -2.188
55 H -3.898 3.755 -2.635
56 H -4.606 3.097 -1.178
57 H -6.268 3.828 -3.284
58 H -1.095 0.117 -2.078
59 H 1.483 1.606 -2.625
60 H 1.185 -0.032 -3.037
61 H -0.813 1.968 -4.079
62 H -0.371 0.365 -4.605
63 H -0.184 3.657 -5.090
64 H 0.125 2.962 -6.664
65 H 2.474 3.964 -5.075
66 H 2.181 4.167 -6.819
67 H 1.353 5.173 -5.611
68 H 2.631 0.459 -7.659
69 H 2.906 2.101 -7.142
70 H 1.353 1.718 -7.889
71 H 1.608 0.182 -0.938
72 H 3.216 -0.065 0.489
73 H 3.287 -0.163 3.825
74 H 2.407 1.272 4.423
75 H 3.257 1.354 2.900
76 H 0.080 -1.366 3.099
77 H -1.646 -2.878 3.758
78 H -3.585 -3.328 2.307
79 H -3.740 -2.169 0.127
80 H -2.013 -0.691 -0.600
81 O -0.269 -2.792 5.293
82 C 0.316 -3.784 5.636
83 O -0.267 -4.996 5.650
84 C 0.639 -5.979 6.206
85 C 2.022 -5.378 6.015
86 C 1.741 -3.882 6.131
87 H 0.383 -6.129 7.256
88 H 0.506 -6.918 5.677
89 H 2.758 -5.744 6.727
90 H 2.387 -5.603 5.013
91 H 1.782 -3.532 7.163
92 H 2.399 -3.281 5.509
93 O 3.936 -7.540 2.301
94 C 3.058 -6.785 2.021
95 O 2.875 -5.601 2.673
96 C 1.676 -4.959 2.204
97 C 1.425 -5.546 0.823
98 C 1.980 -6.961 0.967
99 H 0.868 -5.180 2.908
100 H 1.832 -3.881 2.175
101 H 0.380 -5.511 0.522
102 H 2.009 -4.991 0.087
103 H 1.230 -7.656 1.347
104 H 2.409 -7.346 0.047

Here are the Löwdin charges for atoms 1 to 99, given in e: 0.21, -0.05, -0.22, 0.03, -0.64, 0.18, 0.15, -0.24, -0.12, -0.23, 0.03, -0.12, -0.15, -0.10, -0.51, 0.14, 0.09, -0.19, -0.15, -0.14, -0.05, -0.20, -0.07, -0.47, 0.02, 0.06, -0.55, 0.81, 0.05, -0.73, 0.21, 0.06, 0.01, -0.21, 0.00, -0.03, -0.03, -0.04, -0.05, 0.07, 0.12, 0.13, 0.12, 0.10, 0.10, 0.11, 0.11, 0.09, 0.08, 0.08, 0.10, 0.10, 0.09, 0.11, 0.11, 0.13, 0.11, 0.13, 0.12, 0.09, 0.09, 0.14, 0.10, 0.11, 0.08, 0.06, 0.07, 0.09, 0.08, 0.09, 0.10, 0.13, 0.10, 0.11, 0.08, 0.11, 0.09, 0.12, 0.12, 0.10, 0.09, -0.48, 0.03, -0.13, -0.14, -0.06, 0.13, 0.13, 0.12, 0.10, 0.14, 0.12, 0.14, -0.48, 0.00, -0.16, -0.15, -0.06, 0.12

Q: Which of these has the lowest HOMO level?
A: C34H53B2ClN3O11